*a*
ORCA calculation (wB97M-V/def2-TZVPD) on an isolated ion of composition C3H3N2O and charge +1.

```
9
Properties=species:S:1:pos:R:3:mulliken_charge:R:1
C -0.758 2.438 0.227 0.16
C -0.348 1.191 0.868 0.74
C -0.052 0.032 0.043 -1.33
N -0.340 1.620 2.032 0.59
N -1.130 3.485 -0.013 -0.14
O -0.606 2.152 3.000 -0.22
H 0.732 0.346 -0.758 0.36
H -0.689 -0.221 -0.691 0.44
H 0.109 -0.828 0.547 0.40
```

Computed properties:
Net charge = +1
Kohn-Sham gap = 0.3196 hartree


*b*
ORCA calculation (wB97M-V/def2-TZVPD) on a 2-piece molecular cluster, C3H3N2O overall.

```
9
Properties=species:S:1:pos:R:3:mulliken_charge:R:1
C 1.856 -0.933 -0.365 0.13
C 0.352 1.088 0.388 0.26
C -1.494 -0.018 -0.281 -0.11
N 1.004 1.981 0.373 -0.10
N -0.460 0.027 0.460 -0.05
O 2.908 -1.268 -0.631 -0.12
H -2.153 -0.914 -0.220 0.27
H -1.630 0.794 -0.898 0.32
H -0.382 -0.756 1.174 0.39
```

Computed properties:
Net charge = +1
Kohn-Sham gap = 0.3896 hartree


*c*
ORCA calculation (wB97M-V/def2-TZVPD) on a 2-piece molecular cluster, C3H3N2O overall.

```
9
Properties=species:S:1:pos:R:3:mulliken_charge:R:1
C 1.361 0.379 0.578 -0.15
C -0.389 -0.950 0.041 0.07
C 0.643 0.829 -0.445 0.34
N 0.638 -0.784 0.801 -0.13
N -0.551 0.190 -0.694 -0.20
O -1.896 1.446 0.327 -0.07
H 2.371 0.436 0.841 0.40
H -1.028 -1.881 0.116 0.37
H -1.149 0.334 -1.564 0.37
```

Computed properties:
Net charge = +1
Kohn-Sham gap (alpha / beta) = 0.2616 / 0.2699 hartree


*b* comes first in stability; the runner-up is 77.7 kcal/mol higher.


*a*
ORCA calculation (wB97M-V/def2-TZVPD) on a 2-piece molecular cluster, C4H10NO2S overall.

```
18
Properties=species:S:1:pos:R:3:mulliken_charge:R:1
C 1.601 1.273 0.438 -0.80
N 0.215 1.230 0.006 -0.44
C -0.035 0.274 -1.045 0.19
C -1.382 0.525 -1.748 -0.93
S -2.550 -0.756 -1.174 -0.60
C -0.106 -1.188 -0.531 -0.17
O 0.184 -1.464 0.631 -0.65
H 2.080 0.320 0.691 0.18
H 1.611 1.935 1.312 0.34
H 2.224 1.713 -0.335 0.32
H -0.359 0.929 0.796 0.28
H 0.728 0.231 -1.828 0.28
H -1.273 0.485 -2.827 0.23
H -1.766 1.514 -1.467 0.33
H -0.004 -1.982 -1.287 0.42
H 3.104 0.014 2.846 0.35
H 3.526 1.353 3.426 0.32
O 3.336 0.438 3.682 -0.66
```

Computed properties:
Net charge = -1
Kohn-Sham gap = 0.2245 hartree


*b*
ORCA calculation (wB97M-V/def2-TZVPD) on an isolated ion of composition C4H10NO2S and charge -1.

```
18
Properties=species:S:1:pos:R:3:mulliken_charge:R:1
C 0.751 -0.301 0.109 0.06
C 1.208 0.338 -1.239 -1.04
C 1.518 -1.495 0.452 -1.24
C -1.319 1.735 0.757 -0.94
N -1.856 0.370 0.799 -0.40
O -1.351 -1.999 0.160 -0.70
O -1.613 0.187 -1.762 -0.78
S -0.925 -0.654 -0.186 0.83
H 2.155 0.936 -1.200 0.28
H 1.357 -0.337 -2.134 0.30
H 0.260 0.842 -1.393 0.32
H 1.149 -2.039 1.338 0.33
H 1.423 -2.110 -0.404 0.29
H 2.578 -1.405 0.788 0.29
H -1.552 2.017 -0.254 0.34
H -1.617 2.336 1.661 0.35
H -0.289 1.602 0.674 0.41
H -1.876 -0.023 1.832 0.29
```

Computed properties:
Net charge = -1
Kohn-Sham gap (alpha / beta) = 0.2549 / 0.2549 hartree


*a* comes first in stability; the runner-up is 106.3 kcal/mol higher.


*a*
ORCA calculation (wB97M-V/def2-TZVPD) on C20H29N3O2 as an isolated structure.

```
54
Properties=species:S:1:pos:R:3:mulliken_charge:R:1
C -2.683 -2.735 -2.175 -1.81
C -1.693 -2.731 -1.056 0.85
C -0.475 -1.961 -1.099 -0.75
C 0.251 -2.069 0.021 0.41
C -0.167 -2.882 1.050 -0.43
C -1.458 -3.462 1.272 -1.11
C -2.315 -3.513 0.276 -1.06
H -3.191 -3.890 0.017 0.70
H -1.759 -3.868 2.024 0.90
H 0.487 -2.745 2.058 0.15
N 1.336 -1.122 -0.046 0.54
C 2.294 -1.096 0.733 0.32
O 2.433 -1.887 1.823 -0.81
C 3.591 -0.211 0.442 0.44
C 3.442 1.008 1.046 -1.12
H 3.417 0.802 2.372 0.30
H 4.331 1.504 0.965 0.58
C 2.087 1.653 0.912 -1.36
N 1.917 1.630 -0.634 0.25
C 0.519 1.637 -0.990 0.31
O 0.287 1.249 -2.352 -0.75
N -0.541 2.152 -0.130 0.27
H -0.227 2.397 0.727 0.30
C -1.871 2.191 -0.531 -0.33
C -2.503 3.471 -0.230 -1.44
C -2.615 3.041 1.491 -1.06
C -3.440 1.522 1.711 -0.59
C -2.679 0.714 1.007 0.79
C -2.639 0.793 -0.340 -0.58
H -3.511 0.861 -0.844 0.54
H -2.007 0.125 -0.979 -0.35
H -3.298 -0.405 1.054 0.04
H -1.701 0.459 1.515 -0.20
H -3.580 1.383 2.760 0.39
H -4.486 1.727 1.290 0.30
H -3.213 4.045 1.990 0.23
H -1.705 2.971 1.837 0.67
H -3.477 3.474 -0.187 0.68
H -1.936 4.259 -0.105 0.55
H -1.899 2.455 -1.690 0.09
C 3.018 1.219 -1.291 -0.86
H 3.473 2.231 -1.146 0.42
C 3.603 -0.034 -1.062 -0.81
H 3.310 -0.978 -1.664 0.24
H 4.650 0.217 -1.403 0.37
H 2.699 1.184 -2.480 0.27
H 2.257 2.666 1.134 0.53
H 1.470 1.092 1.473 0.60
H 4.494 -0.729 0.650 0.56
H 1.343 -0.747 -0.884 -0.01
H -0.301 -1.473 -2.013 0.58
H -2.396 -1.942 -3.033 0.31
H -3.579 -2.482 -2.077 0.58
H -2.629 -3.796 -2.643 0.35
```

Computed properties:
Kohn-Sham gap = 0.3234 hartree


*b*
ORCA calculation (wB97M-V/def2-TZVPD) on one molecule with the formula C20H29N3O2.

```
54
Properties=species:S:1:pos:R:3:mulliken_charge:R:1
C -1.146 4.460 -2.684 -0.87
H -1.542 4.864 -3.612 0.39
H -0.137 4.838 -2.539 0.30
H -1.110 3.375 -2.748 0.11
C -2.037 4.872 -1.515 -0.55
N -1.546 4.336 -0.272 0.24
C -1.651 3.061 0.180 -0.22
N -1.026 2.911 1.325 -0.53
C -0.494 4.122 1.633 -0.81
C -0.804 5.017 0.653 -0.22
H -0.572 6.056 0.540 0.41
H 0.071 4.261 2.532 0.46
C -2.365 1.964 -0.527 -0.24
N -1.547 1.404 -1.596 0.39
C -2.233 0.418 -2.407 -1.09
C -2.296 -0.967 -1.759 -0.72
C -0.880 -1.458 -1.466 -1.44
H -0.362 -1.588 -2.419 0.41
H -0.913 -2.429 -0.968 0.43
C -0.082 -0.464 -0.610 3.53
C -0.217 0.949 -1.227 -3.07
H 0.366 0.962 -2.156 0.24
H 0.226 1.682 -0.551 0.82
C -0.553 -0.526 0.862 -1.69
O 0.129 0.346 1.717 -0.52
H -0.252 1.244 1.645 0.59
H -1.636 -0.367 0.926 0.35
H -0.354 -1.538 1.232 0.53
C 1.428 -0.811 -0.640 -1.71
C 1.751 -2.204 -0.182 0.57
C 2.012 -2.455 1.155 -0.40
C 2.305 -3.742 1.603 0.54
C 2.341 -4.792 0.693 -0.46
C 2.093 -4.538 -0.646 -1.00
C 1.803 -3.262 -1.085 -0.51
H 1.625 -3.085 -2.136 0.39
H 2.132 -5.355 -1.352 0.37
H 2.566 -5.799 1.007 0.40
O 2.543 -3.861 2.942 -0.40
C 2.858 -5.129 3.457 -0.89
H 3.010 -4.984 4.526 0.25
H 2.041 -5.843 3.303 0.35
H 3.776 -5.529 3.013 0.36
H 1.992 -1.653 1.876 0.52
H 1.933 -0.097 0.013 0.45
H 1.799 -0.676 -1.659 0.72
H -2.795 -1.663 -2.436 0.47
H -2.884 -0.922 -0.841 0.30
H -1.683 0.341 -3.352 0.38
H -3.238 0.786 -2.630 0.53
H -3.273 2.359 -0.997 0.64
H -2.670 1.230 0.231 0.22
H -2.070 5.961 -1.422 0.39
H -3.056 4.508 -1.680 0.26
```

Computed properties:
Kohn-Sham gap = 0.3296 hartree


*b* comes first in stability; the runner-up is 370.0 kcal/mol higher.


*a*
ORCA calculation (wB97M-V/def2-TZVPD) on a 2-piece molecular cluster, H2N2O2 overall.

```
6
Properties=species:S:1:pos:R:3:mulliken_charge:R:1
N -0.156 0.391 -2.082 -0.30
N 0.744 0.224 -1.462 0.80
O 1.710 0.126 -0.842 -0.51
O -0.613 -0.086 1.134 -0.59
H -1.255 0.251 1.809 0.31
H -0.428 -0.907 1.443 0.28
```

Computed properties:
Kohn-Sham gap = 0.4546 hartree


*b*
ORCA calculation (wB97M-V/def2-TZVPD) on a 2-piece molecular cluster, H2N2O2 overall.

```
6
Properties=species:S:1:pos:R:3:mulliken_charge:R:1
N -2.177 -0.378 -0.044 0.07
N -2.431 0.691 -0.054 -0.06
O 1.442 0.468 -0.087 -0.37
O 0.733 -0.745 0.178 -0.26
H 1.563 -1.204 0.274 0.33
H 0.870 1.167 -0.267 0.30
```

Computed properties:
Kohn-Sham gap = 0.4128 hartree


*a* comes first in stability; the runner-up is 7.9 kcal/mol higher.